(1)
A molecular structure, C41H39BrF9PPt at a distorted geometry, computed with ωB97M-V with the def2-TZVPD basis set.

## Properties
Gap between HOMO and LUMO (alpha / beta) ... 0.180 / 0.180 Ha
LUMO (alpha / beta) ... -9.1700 / -9.1693 eV
M ... 1008.7 g mol⁻¹
Total energy ... -5518.5200 hartree
Charge ... +2

Cartesian coordinates (Å):
Pt -0.0515 0.4473 -0.4566
C -1.9059 1.3338 0.4443
C -1.9440 0.3532 1.5239
C -2.8311 -0.7021 1.0871
C -3.4057 -0.2733 -0.1298
C -2.9288 0.9955 -0.5000
C -3.5035 1.8391 -1.5819
C -5.0113 1.6024 -1.7296
C -2.7894 1.4083 -2.8830
C -3.2679 3.3267 -1.3270
C -3.2664 -1.9985 1.6964
C -2.1077 -2.8344 2.2388
C -4.0116 -2.8926 0.6871
C -4.3090 -1.6488 2.7848
C -1.3186 0.7850 2.8282
C -1.2027 -0.1968 3.9945
C -2.2124 1.9641 3.3014
C 0.1149 1.2862 2.5387
H -1.5925 2.3599 0.5904
H -4.1563 -0.8099 -0.6738
H -5.2569 0.5858 -2.0201
H -5.4037 2.2678 -2.4924
H -5.5186 1.8266 -0.7949
H -3.0531 0.3941 -3.1641
H -1.7067 1.4619 -2.7584
H -3.0818 2.0830 -3.6814
H -3.6550 3.6090 -0.3516
H -3.7960 3.9091 -2.0751
H -2.2151 3.5875 -1.3832
H -1.5729 -3.2760 1.4006
H -2.4923 -3.6398 2.8568
H -1.3976 -2.2565 2.8128
H -3.4351 -3.0216 -0.2261
H -5.0006 -2.5093 0.4469
H -4.1486 -3.8752 1.1324
H -3.8699 -1.1486 3.6394
H -4.7774 -2.5684 3.1202
H -5.0783 -1.0018 2.3692
H -2.1315 -0.7096 4.2154
H -0.9354 0.3632 4.8906
H -0.4100 -0.9222 3.8240
H -3.2252 1.6186 3.4981
H -2.2572 2.7550 2.5596
H -1.8051 2.3827 4.2182
H 0.6327 0.5514 1.9025
H 0.6701 1.3455 3.4721
H 0.1253 2.2706 2.0754
F 4.6281 6.0868 -0.8048
C 4.1531 4.8608 -0.8293
C 5.0032 3.7624 -0.6624
F 6.3025 3.9426 -0.5316
C 4.4657 2.4768 -0.6418
F 5.2699 1.4273 -0.4818
C 3.1023 2.2410 -0.8112
P 2.4452 0.5330 -0.6916
C 2.8315 -0.2241 -2.2954
C 4.0791 -0.7820 -2.5768
C 4.3033 -1.3308 -3.8283
C 3.3119 -1.3149 -4.7977
C 2.0803 -0.7368 -4.5257
C 1.8360 -0.1985 -3.2754
C 3.3628 -0.2568 0.6434
C 3.7972 -1.5828 0.5551
C 4.3383 -2.2022 1.6660
C 4.4200 -1.5162 2.8715
C 3.9945 -0.1958 2.9652
C 3.4690 0.4341 1.8581
C 2.2880 3.3457 -1.0479
Br 0.4652 3.1567 -1.4704
C 2.7922 4.6385 -1.0381
F 1.9654 5.6561 -1.2247
H 4.8741 -0.7772 -1.8459
H 5.2622 -1.7731 -4.0490
H 3.5031 -1.7462 -5.7680
H 1.3174 -0.7075 -5.2869
H 0.8685 0.2479 -3.0552
H 3.7172 -2.1251 -0.3753
H 4.6867 -3.2216 1.6002
H 4.8135 -2.0148 3.7425
H 4.0728 0.3342 3.9022
H 3.1492 1.4669 1.9169
F 0.9153 -1.8760 1.2841
C 0.6559 -2.4086 0.0664
C -0.0876 -1.6339 -0.8151
C -0.3380 -2.1719 -2.0710
F -1.0370 -1.4274 -2.9436
C 0.1486 -3.4164 -2.4575
F -0.0637 -3.8822 -3.6812
C 0.8973 -4.1661 -1.5457
F 1.3886 -5.3415 -1.9000
C 1.1517 -3.6622 -0.2665
F 1.8928 -4.3506 0.5995

Forces on atoms 1 to 2 (eV/Å):
Pt 1.084 0.440 -0.391
C 0.412 -0.449 0.174

***

(2)
2 unconnected molecules or ions with the total composition C5H8N2, computed with ωB97M-V with the def2-TZVPD basis set.

## Properties
Gap between HOMO and LUMO ... 0.374 Ha
LUMO ... 1.0963 eV
M ... 96.1 g mol⁻¹
Total energy ... -304.6518 hartree
Relative energy (zero: lowest compared OMol25 entry of this formula, charge and spin) ... 4.998 eV
SMILES string ... N[C@@H]1C=N1.C1=CC1

Cartesian coordinates (Å):
N 1.9632 0.0012 -0.5301
C 1.8865 -0.0973 0.8912
C 0.6510 -0.0003 1.6178
N 1.3419 1.0469 1.7371
H 2.8028 0.5054 -0.8009
H 1.1655 0.5088 -0.9017
H 2.7321 -0.6354 1.3173
H -0.3208 -0.3741 1.9249
C -1.1636 -0.6839 -0.9857
C -2.2854 -0.3157 -0.4607
C -1.4916 0.7815 -1.1074
H -0.4296 -1.4435 -1.2107
H -3.1936 -0.5533 0.0714
H -0.9689 1.5126 -0.4799
H -1.8131 1.1874 -2.0708

Forces on atoms 1 to 2 (eV/Å):
N -0.016 0.257 0.020
C 0.246 -0.238 0.002

***

(3)
2 unconnected molecules or ions with the total composition C6H13NO2 at a distorted geometry, computed with ωB97M-V with the def2-TZVPD basis set.

## Properties
Gap between HOMO and LUMO ... 0.315 Ha
LUMO ... 0.7587 eV
M ... 131.2 g mol⁻¹
Total energy ... -441.5875 hartree
Relative energy (zero: lowest compared OMol25 entry of this formula, charge and spin) ... 2.518 eV
SMILES string ... CC=C(O)O.C=CNC

Cartesian coordinates (Å):
C -2.4998 0.0229 -1.0775
C -1.4085 0.5920 -0.2254
C -1.1468 0.1715 1.0391
O -0.4306 0.9422 1.9233
O -1.9983 -0.6656 1.6985
H -3.1107 0.8138 -1.5145
H -2.0824 -0.5596 -1.9040
H -3.1548 -0.6155 -0.4891
H -0.8691 1.4288 -0.6434
H 0.1182 1.5795 1.4250
H -1.7970 -0.6048 2.6410
C 1.8391 1.3663 -0.5020
C 2.0700 0.4510 0.4502
N 1.6701 -0.8862 0.4353
C 1.2996 -1.5598 -0.7887
H 1.4365 1.0927 -1.4633
H 2.0903 2.3978 -0.3251
H 2.5611 0.7428 1.3692
H 1.8812 -1.4468 1.2472
H 0.2232 -1.4643 -0.9590
H 1.8329 -1.1705 -1.6545
H 1.4757 -2.6281 -0.6822

Forces on atoms 1 to 2 (eV/Å):
C 0.252 -0.297 0.020
C 0.038 -0.790 0.849